# C34H50NO21

A cluster of 8 separate species, C34H50NO21 in total at a distorted geometry (ωB97M-V/def2-TZVPD, the Open Molecules 2025 dataset).

**Maximum force**: 2.075 eV/Å
**Gap between HOMO and LUMO**: 8.40 eV
**Total charge**: +1
**E_HOMO**: -12.18 eV

CARTESIAN COORDINATES (ANGSTROEM)
C  1.031  -0.692  1.450
C  -0.097  -1.094  1.425
C  -1.301  -1.903  1.493
C  -2.600  -1.212  2.005
C  -3.577  -2.277  1.531
N  -3.130  -2.925  0.521
C  -1.829  -2.374  0.134
H  2.026  -0.339  1.295
H  -1.111  -2.839  2.032
H  -2.775  -0.320  1.396
H  -2.627  -1.117  3.085
H  -4.549  -2.512  1.957
H  -3.651  -3.682  0.097
H  -2.003  -1.473  -0.472
H  -1.160  -2.965  -0.488
C  0.179  3.702  2.486
C  1.629  3.438  2.804
C  2.566  4.583  2.534
O  3.812  3.894  2.316
C  3.504  2.670  1.829
O  4.291  1.904  1.370
O  2.172  2.429  1.929
H  0.077  4.288  1.572
H  -0.357  2.765  2.329
H  -0.302  4.250  3.296
H  1.728  3.076  3.832
H  2.644  5.276  3.368
H  2.320  5.137  1.625
C  7.698  4.888  6.055
C  6.360  5.015  5.365
C  6.271  6.116  4.342
O  4.863  6.395  4.332
C  4.389  6.077  5.565
O  3.298  6.347  5.951
O  5.325  5.411  6.285
H  8.130  5.867  6.267
H  7.589  4.371  7.008
H  8.398  4.332  5.432
H  6.066  4.052  4.937
H  6.611  5.813  3.354
H  6.795  7.026  4.642
C  -3.364  -5.147  7.395
C  -3.863  -4.990  5.979
C  -2.940  -4.235  5.056
O  -3.868  -3.725  4.078
C  -5.070  -3.583  4.707
O  -5.995  -3.015  4.222
O  -5.047  -4.162  5.920
H  -2.862  -4.243  7.743
H  -4.194  -5.336  8.074
H  -2.660  -5.975  7.462
H  -4.128  -5.966  5.565
H  -2.187  -4.866  4.588
H  -2.452  -3.386  5.539
C  0.020  -7.216  -3.432
C  0.081  -6.356  -2.195
C  1.464  -6.148  -1.637
O  1.181  -5.871  -0.255
C  0.024  -6.505  0.051
O  -0.407  -6.620  1.153
O  -0.579  -6.977  -1.071
H  0.719  -8.051  -3.373
H  -0.975  -7.644  -3.563
H  0.268  -6.624  -4.309
H  -0.423  -5.400  -2.380
H  1.993  -5.317  -2.098
H  2.084  -7.045  -1.685
C  -2.882  6.718  -2.785
C  -1.504  6.292  -2.337
C  -1.470  5.084  -1.439
O  -0.242  5.281  -0.727
C  -0.026  6.626  -0.674
O  0.806  7.139  -0.003
O  -0.892  7.281  -1.487
H  -3.611  6.613  -1.980
H  -2.880  7.766  -3.084
H  -3.214  6.112  -3.627
H  -0.853  6.160  -3.207
H  -1.455  4.143  -1.987
H  -2.286  5.062  -0.713
C  1.545  0.957  -4.091
C  0.209  1.036  -4.791
C  0.103  2.100  -5.854
O  -1.311  2.352  -5.878
C  -1.786  2.072  -4.640
O  -2.881  2.339  -4.264
O  -0.839  1.448  -3.891
H  1.960  1.951  -3.913
H  1.442  0.473  -3.120
H  2.258  0.392  -4.690
H  -0.065  0.053  -5.185
H  0.454  1.771  -6.829
H  0.610  3.028  -5.581
C  -2.570  -2.841  -7.160
C  -1.223  -3.457  -6.860
C  -1.270  -4.781  -6.144
O  0.006  -4.804  -5.481
C  0.353  -3.507  -5.254
O  1.258  -3.170  -4.563
O  -0.476  -2.664  -5.914
H  -3.269  -2.994  -6.336
H  -2.475  -1.766  -7.307
H  -3.000  -3.282  -8.058
H  -0.629  -3.521  -7.775
H  -1.370  -5.630  -6.816
H  -2.052  -4.831  -5.382

# C13H17N

An isolated molecule of C13H17N at a distorted geometry (ωB97M-V/def2-TZVPD, the Open Molecules 2025 dataset).

**Maximum force**: 4.961 eV/Å
**Energy above the lowest of the compared OMol25 structures with the same formula, charge and spin**: 64.5 kcal per mole
**Gap between HOMO and LUMO**: 9.68 eV
**Structure (SMILES)**: N[C@@]12CCCC[C@@H]1c1ccccc1C2
**E_HOMO**: -8.76 eV

CARTESIAN COORDINATES (ANGSTROEM)
C  0.942  1.163  0.000
C  -0.401  1.451  0.848
C  -0.908  0.086  1.274
C  -1.818  -0.210  2.292
C  -2.197  -1.529  2.390
C  -1.626  -2.565  1.582
C  -0.613  -2.299  0.669
C  -0.485  -0.861  0.437
C  0.535  -0.279  -0.647
C  -0.358  -0.121  -1.842
C  0.684  0.293  -3.025
C  1.768  1.135  -2.325
C  1.262  2.128  -1.206
H  2.367  1.618  1.370
H  2.228  -0.079  1.184
H  -0.141  2.092  1.640
H  -1.200  1.900  0.248
H  -2.189  0.645  2.834
H  -3.060  -1.823  2.973
H  -1.956  -3.643  1.474
H  -0.316  -2.919  -0.167
H  1.257  -1.123  -0.672
H  -1.180  0.552  -1.720
H  -0.864  -1.139  -2.025
H  1.302  -0.496  -3.531
H  0.162  0.643  -3.839
H  2.332  1.752  -2.919
H  2.354  0.390  -1.800
H  0.415  2.695  -1.594
H  1.805  3.026  -0.861
N  2.284  0.793  0.674

# C4H14O2S

A cluster of 3 separate species, C4H14O2S in total at a distorted geometry (ωB97M-V/def2-TZVPD, the Open Molecules 2025 dataset).

**Maximum force**: 2.260 eV/Å
**Energy above the lowest of the compared OMol25 structures with the same formula, charge and spin**: 13.8 kcal per mole
**Gap between HOMO and LUMO**: 9.75 eV
**Structure (SMILES)**: CCCCS.O.O
**E_HOMO**: -9.29 eV

CARTESIAN COORDINATES (ANGSTROEM)
C  0.253  -2.514  -2.326
C  -0.864  -1.568  -1.771
C  -0.195  -0.295  -1.335
C  -1.105  0.783  -0.765
S  -0.279  2.274  -0.063
H  -0.297  -3.375  -2.691
H  0.842  -2.769  -1.456
H  0.837  -1.986  -3.084
H  -1.626  -1.332  -2.607
H  -1.473  -1.985  -0.947
H  0.631  -0.516  -0.629
H  0.244  0.178  -2.217
H  -1.782  1.234  -1.494
H  -1.758  0.394  0.055
H  0.691  2.133  -0.990
H  0.322  1.289  2.545
H  1.095  1.398  3.861
O  0.207  1.421  3.493
H  2.086  -2.203  2.764
H  1.776  -1.299  1.633
O  1.564  -2.188  1.951

# C11H10BrNS

An isolated molecule of C11H10BrNS at a distorted geometry (ωB97M-V/def2-TZVPD, the Open Molecules 2025 dataset).

**Maximum force**: 3.498 eV/Å
**Energy above the lowest of the compared OMol25 structures with the same formula, charge and spin**: 19.7 kcal per mole
**Gap between HOMO and LUMO**: 8.59 eV
**Structure (SMILES)**: CC1=CC=CC=N[C@]1(Br)c1cccs1
**E_HOMO**: -8.76 eV

CARTESIAN COORDINATES (ANGSTROEM)
C  -1.256  1.584  -2.467
C  -0.224  0.848  -1.903
C  -1.812  2.454  -1.666
C  -0.061  1.122  -0.565
C  -1.296  -1.155  1.328
C  -1.130  -0.140  2.181
C  -0.273  -1.715  0.460
C  0.023  0.605  2.479
C  0.892  -1.194  0.111
C  1.021  0.548  0.276
C  2.063  -2.027  -0.357
N  1.015  0.784  1.636
S  -1.202  2.363  -0.037
Br  2.947  1.256  -0.143
H  -1.494  1.514  -3.497
H  0.549  0.228  -2.480
H  -2.629  2.998  -1.866
H  -2.231  -1.702  1.309
H  -1.901  0.159  2.953
H  -0.258  -2.788  0.341
H  0.063  1.093  3.467
H  2.785  -2.283  0.446
H  2.588  -1.607  -1.206
H  1.821  -2.944  -0.797

# C4H12NO5

A cluster of 3 separate species, C4H12NO5 in total at a distorted geometry (ωB97M-V/def2-TZVPD, the Open Molecules 2025 dataset).

**Maximum force**: 3.741 eV/Å
**Energy above the lowest of the compared OMol25 structures with the same formula, charge and spin**: 53.0 kcal per mole
**Gap between HOMO and LUMO**: 8.83 eV
**Total charge**: -1
**E_HOMO**: -5.12 eV

CARTESIAN COORDINATES (ANGSTROEM)
O  -1.161  1.529  -2.626
C  -0.753  0.968  -1.638
C  0.685  0.784  -1.240
C  0.896  1.373  0.189
O  -0.222  1.638  0.970
N  1.048  -0.618  -1.406
C  1.322  -1.561  -0.357
O  0.296  -2.015  0.491
H  -1.439  0.360  -1.034
H  1.330  1.392  -1.872
H  1.468  0.570  0.696
H  1.522  2.259  0.147
H  -0.636  0.653  1.337
H  0.734  -0.884  -2.291
H  2.145  -1.197  0.269
H  1.754  -2.419  -0.887
H  0.151  -0.240  2.504
H  -0.076  -1.299  1.060
O  -0.628  -0.532  2.014
H  -2.501  -0.302  0.575
H  -2.715  -0.366  1.939
O  -3.219  -0.090  1.160

# C6H9NO

A cluster of 2 separate species, C6H9NO in total at a distorted geometry (ωB97M-V/def2-TZVPD, the Open Molecules 2025 dataset).

**Maximum force**: 5.664 eV/Å
**Energy above the lowest of the compared OMol25 structures with the same formula, charge and spin**: 160.3 kcal per mole
**Gap between HOMO and LUMO (alpha / beta)**: 8.50 / 7.88 eV
**E_HOMO (alpha / beta)**: -8.70 / -8.94 eV

CARTESIAN COORDINATES (ANGSTROEM)
C  2.973  -0.910  0.660
C  2.274  -0.285  -0.232
C  3.649  0.084  -0.163
C  -0.927  1.370  -0.144
C  -0.355  -0.960  0.898
C  -0.678  -0.150  -0.396
N  0.255  -0.561  -1.397
O  4.585  0.760  -0.425
H  3.073  -1.526  1.598
H  0.118  1.914  -0.054
H  -1.403  1.772  -0.935
H  -1.528  1.510  0.849
H  -1.182  -1.133  1.568
H  0.406  -0.682  1.547
H  0.053  -1.988  0.621
H  -1.671  -0.412  -0.758
H  0.547  0.167  -2.033